(1)
The following is a quantum chemistry calculation of a molecular structure, C18H24Br6F12N2O15S4Zr at a distorted geometry, from the OMol25 dataset.

Geometry as XYZ:
```
82
Properties=species:S:1:pos:R:3:mulliken_charge:R:1
Zr 14.96 -17.28 -13.86 1.82
C 15.71 -15.79 -9.88 0.67
F 14.37 -15.62 -9.61 -0.24
F 16.33 -15.22 -8.83 -0.20
F 16.03 -17.09 -9.95 -0.17
S 16.19 -14.94 -11.57 0.77
O 15.01 -14.15 -11.99 -0.61
O 17.31 -14.04 -11.20 -0.44
N 16.42 -16.28 -12.71 -0.28
S 18.02 -16.26 -12.83 0.66
O 18.48 -17.30 -13.73 -0.51
O 18.64 -14.99 -13.14 -0.52
C 18.91 -16.83 -11.17 0.64
F 18.72 -15.96 -10.21 -0.18
F 18.41 -18.05 -10.79 -0.20
F 20.15 -17.00 -11.55 -0.18
C 10.88 -16.41 -15.22 0.71
F 10.40 -16.40 -14.00 -0.17
F 9.81 -16.47 -16.09 -0.22
F 11.55 -15.31 -15.50 -0.18
S 11.99 -18.05 -15.54 0.18
O 11.83 -18.91 -14.37 -0.16
O 11.54 -18.66 -16.80 -0.40
N 13.64 -17.40 -15.53 -0.08
S 13.77 -16.96 -17.15 0.90
O 12.61 -16.43 -17.85 -0.53
O 14.89 -16.07 -17.39 -0.70
C 14.36 -18.64 -18.11 0.69
F 13.61 -19.69 -17.67 -0.16
F 14.31 -18.44 -19.42 -0.20
F 15.68 -18.90 -17.79 -0.23
C 11.72 -17.01 -11.02 -1.24
C 12.91 -17.06 -11.95 1.28
O 13.16 -16.31 -12.90 -0.78
O 13.76 -17.95 -12.01 -0.11
H 11.82 -16.20 -10.30 0.35
H 11.50 -17.92 -10.47 0.27
H 10.87 -16.64 -11.60 0.27
C 16.08 -21.40 -13.08 -0.82
C 15.75 -19.93 -13.42 0.76
O 14.91 -19.58 -14.28 -0.23
O 16.37 -18.97 -12.96 -0.27
H 16.15 -21.54 -12.00 0.52
H 17.09 -21.49 -13.48 0.12
H 15.46 -22.18 -13.53 -0.30
Br 20.20 -22.31 -14.29 -0.16
C 20.25 -20.42 -13.72 -0.47
C 19.74 -20.39 -12.30 0.22
Br 21.07 -21.38 -11.17 -0.10
H 19.63 -19.80 -14.36 0.29
H 21.26 -20.02 -13.79 0.55
H 18.75 -20.81 -12.12 -0.09
H 19.76 -19.40 -11.84 -0.23
Br 10.94 -21.95 -15.24 -0.19
C 12.40 -22.56 -16.48 -0.49
C 13.67 -22.70 -15.72 -0.11
Br 14.94 -23.36 -17.02 -0.14
H 12.44 -21.80 -17.26 0.27
H 12.26 -23.55 -16.91 0.52
H 13.64 -23.39 -14.88 0.47
H 13.96 -21.70 -15.40 -0.40
Br 16.13 -25.13 -13.32 -0.16
C 17.47 -25.48 -11.82 -0.59
C 18.29 -24.16 -11.55 -0.17
Br 19.52 -24.33 -9.98 -0.14
H 18.11 -26.31 -12.14 0.41
H 16.89 -25.78 -10.94 0.41
H 17.61 -23.35 -11.28 0.14
H 18.82 -23.97 -12.48 0.10
C 12.74 -21.74 -12.01 -1.19
C 12.00 -20.70 -11.15 2.27
C 10.50 -20.53 -11.42 -0.06
O 9.91 -20.33 -10.14 -0.37
C 10.85 -20.78 -9.22 0.50
O 10.73 -20.71 -7.97 -0.60
O 12.03 -21.06 -9.78 -0.49
H 13.79 -21.78 -11.72 0.25
H 12.67 -21.34 -13.03 0.00
H 12.33 -22.74 -12.12 0.38
H 12.49 -19.73 -11.29 -1.37
H 10.07 -21.31 -12.05 0.28
H 10.30 -19.64 -12.01 0.18
```

The value obtained for the orbital gap is 6.65 eV. As for the total charge: 0.

=====

(2)
The following is a quantum chemistry calculation of a gas-phase ion, C5H11N2OS (charge +1) at a distorted geometry, from the OMol25 dataset.

Geometry as XYZ:
```
20
Properties=species:S:1:pos:R:3:mulliken_charge:R:1
C -2.98 -0.63 -0.02 0.42
C -2.60 0.76 -0.74 -0.52
C -0.50 0.71 0.87 -0.23
C 1.48 1.01 -0.46 -0.82
C 0.99 -1.18 0.49 -0.80
N -1.97 -1.13 0.64 -0.39
N 0.41 0.06 -0.07 -0.05
O -4.06 -1.06 -0.32 -0.53
S -1.71 1.79 0.41 0.07
H -2.04 0.52 -1.64 0.28
H -3.52 1.27 -1.03 0.38
H -0.06 0.87 1.84 0.38
H 2.27 0.47 -0.98 0.38
H 1.09 1.78 -1.12 0.36
H 1.88 1.47 0.44 0.38
H 1.56 -0.94 1.38 0.42
H 0.19 -1.88 0.73 0.29
H 1.65 -1.64 -0.25 0.38
H -2.17 -1.67 1.48 0.20
H -0.13 -0.21 -0.90 0.39
```

The value obtained for the orbital gap (alpha / beta) is 7.17 / 7.17 eV. For the energy relative to the best compared isomer or geometry (same formula, charge and spin), the calculation gives 77.3 kcal/mol. As for the total charge: +1.

=====

(3)
The following is a quantum chemistry calculation of a molecular structure, C55H51As2BF3N9O9PbS3Sb at a distorted geometry, from the OMol25 dataset.

Geometry as XYZ:
```
135
Properties=species:S:1:pos:R:3:mulliken_charge:R:1
Pb 0.18 -1.52 -0.38 3.99
C 1.34 0.33 3.52 -1.86
C 0.48 0.21 2.45 -0.75
N 1.10 -0.33 1.40 0.61
N 2.39 -0.59 1.79 1.24
C 2.53 -0.19 3.06 -0.42
B 3.45 -1.40 0.98 0.12
N 2.95 -2.88 0.96 0.53
C 3.60 -4.04 1.17 -0.18
C 2.67 -5.05 1.28 -1.82
C 1.44 -4.41 1.11 -1.53
N 1.62 -3.10 0.91 -0.03
N 3.49 -0.90 -0.48 0.37
C 4.51 -0.57 -1.27 -0.18
C 4.03 -0.34 -2.54 -1.75
C 2.66 -0.56 -2.44 -0.73
N 2.34 -0.91 -1.19 0.25
N 4.78 -1.25 1.67 0.31
C 5.28 -1.94 2.74 -0.24
C 6.38 -1.27 3.20 -1.04
C 6.48 -0.14 2.35 -0.34
N 5.51 -0.12 1.45 -1.00
H 1.13 0.75 4.49 0.61
H -0.57 0.46 2.40 0.25
H 3.48 -0.28 3.56 0.55
H 4.67 -4.07 1.21 0.84
H 2.85 -6.09 1.48 0.51
H 0.45 -4.83 1.17 1.40
H 5.51 -0.51 -0.87 0.62
H 4.59 -0.04 -3.41 0.49
H 1.90 -0.47 -3.20 0.63
H 4.82 -2.84 3.11 0.62
H 7.02 -1.54 4.02 0.47
H 7.22 0.64 2.37 0.49
S -1.65 -0.71 -4.56 -0.24
C -0.42 -1.87 -4.79 -0.86
C 0.23 -2.18 -3.64 -0.95
C -0.31 -1.46 -2.54 -0.83
C -1.32 -0.62 -2.88 0.51
C -2.05 0.28 -1.98 1.02
C -3.10 1.07 -2.40 -0.56
C -3.73 1.90 -1.48 -1.29
C -3.28 1.90 -0.17 -1.30
C -2.23 1.07 0.18 0.47
N -1.63 0.28 -0.71 0.77
H -0.22 -2.27 -5.78 0.56
H 1.06 -2.87 -3.59 0.83
H -3.43 1.04 -3.43 0.53
H -4.56 2.52 -1.79 0.58
H -3.74 2.52 0.58 0.46
H -1.89 1.02 1.19 -0.66
F -1.03 -6.73 -5.85 -0.33
C -1.20 -6.12 -4.68 0.18
C -2.49 -5.87 -4.24 -0.74
C -2.66 -5.24 -3.02 -0.66
C -1.55 -4.86 -2.26 0.56
C -0.27 -5.14 -2.72 -0.68
C -0.08 -5.78 -3.94 -0.54
Sb -1.81 -4.02 -0.36 0.47
C -3.66 -3.06 -0.56 1.02
C -4.51 -2.81 0.52 -0.61
C -5.66 -2.05 0.35 -1.27
C -5.91 -1.50 -0.89 0.05
F -6.98 -0.72 -1.05 -0.38
C -5.09 -1.72 -1.98 -0.92
C -3.96 -2.50 -1.81 -0.23
C -2.16 -5.82 0.66 0.73
C -1.14 -6.78 0.65 -0.48
C -1.34 -8.00 1.27 -0.79
C -2.55 -8.23 1.90 0.14
F -2.74 -9.41 2.51 -0.30
C -3.57 -7.30 1.93 -0.70
C -3.36 -6.08 1.30 -0.63
H -3.33 -6.18 -4.85 0.51
H -3.67 -5.07 -2.66 0.53
H 0.60 -4.88 -2.13 0.57
H 0.90 -6.03 -4.31 0.50
H -4.30 -3.20 1.51 0.69
H -6.34 -1.87 1.17 0.59
H -5.34 -1.29 -2.94 0.55
H -3.31 -2.68 -2.66 0.42
H -0.21 -6.60 0.14 0.49
H -0.58 -8.77 1.27 0.49
H -4.50 -7.54 2.42 0.48
H -4.17 -5.36 1.30 0.44
C -4.91 1.40 3.38 -1.17
O -3.75 0.71 2.87 0.05
C -3.65 -0.60 3.14 0.16
S -4.75 -1.44 4.03 0.02
S -2.27 -1.41 2.55 0.11
H -4.79 2.44 3.08 0.28
H -4.95 1.32 4.46 0.48
H -5.81 0.98 2.95 0.44
C -2.21 5.27 -2.74 -0.63
O -1.52 4.06 -3.08 -0.38
C -0.54 3.50 -2.37 -0.23
O 0.03 2.53 -2.80 -0.57
C -0.29 3.97 -0.95 0.76
C -0.62 5.07 -0.28 -0.38
As 0.33 6.79 -0.58 0.07
C 1.22 6.42 -2.28 -1.03
C 1.70 5.89 0.60 0.64
C 1.91 4.59 0.83 1.12
As 1.03 2.92 0.15 1.24
C 2.47 2.64 -1.15 -1.45
C 3.07 4.01 1.61 -1.08
O 2.94 2.90 2.08 -0.36
O 4.18 4.70 1.61 -0.26
C 5.29 4.10 2.32 -0.64
C 2.49 6.97 1.32 -0.17
O 2.81 6.95 2.47 -0.55
O 2.69 7.98 0.47 -0.31
C 3.37 9.13 1.03 -0.75
C -1.01 5.06 1.22 0.08
O -1.11 6.08 1.84 -0.61
O -1.27 3.84 1.67 0.10
C -1.60 3.74 3.08 -0.64
H -3.14 5.25 -3.30 0.37
H -1.62 6.13 -3.06 0.19
H -2.43 5.34 -1.68 0.35
H 0.66 6.91 -3.08 0.43
H 1.33 5.36 -2.50 0.24
H 2.20 6.89 -2.22 0.42
H 2.79 3.59 -1.58 0.67
H 2.13 1.97 -1.93 0.32
H 3.29 2.19 -0.59 0.34
H 6.14 4.75 2.13 0.27
H 5.46 3.09 1.95 0.13
H 5.06 4.07 3.39 0.34
H 3.27 9.92 0.28 0.26
H 4.42 8.89 1.19 0.29
H 2.91 9.42 1.97 0.32
H -2.13 2.80 3.18 -0.10
H -2.20 4.59 3.38 0.40
H -0.67 3.72 3.65 0.27
```

The value obtained for the orbital gap (alpha / beta) is 3.96 / 3.63 eV. The spin multiplicity is 2. For the energy relative to the best compared isomer or geometry (same formula, charge and spin), the calculation gives 86.8 kcal/mol. As for the total charge: +2.

=====

(4)
The following is a quantum chemistry calculation of a molecular structure, C22H25Cl5N2S3SeTi at a distorted geometry, from the OMol25 dataset.

Geometry as XYZ:
```
59
Properties=species:S:1:pos:R:3:mulliken_charge:R:1
Ti 0.24 0.82 -0.10 -1.24
C 0.99 2.99 -0.60 -0.49
C 1.82 2.08 -1.30 -1.18
C 2.51 1.30 -0.35 0.26
C 2.08 1.70 0.94 -0.06
C 1.16 2.76 0.78 -1.12
H 0.44 3.80 -1.04 0.99
H 1.97 2.05 -2.37 0.59
H 3.30 0.60 -0.57 0.61
H 2.50 1.38 1.88 0.43
H 0.75 3.36 1.57 0.60
Cl -2.10 3.78 -0.60 -0.01
C -2.09 2.41 -1.66 0.57
C -1.14 1.40 -1.48 -0.23
C -1.05 0.48 -2.51 0.57
Cl 0.29 -0.62 -2.28 -0.09
C -1.89 0.42 -3.61 -0.06
Cl -1.69 -0.81 -4.78 -0.15
C -2.89 1.38 -3.70 0.52
Cl -3.98 1.35 -5.01 -0.13
C -2.99 2.39 -2.73 0.28
Cl -4.19 3.60 -2.87 -0.11
C -4.28 1.51 0.99 0.16
C -3.29 1.84 2.10 -1.07
S -1.47 1.62 1.87 0.30
C -1.11 0.11 2.82 -0.84
C -1.77 -1.12 2.22 -0.73
S -1.31 -1.26 0.46 0.29
C -2.82 -1.80 -0.42 -1.09
C -3.91 -0.77 -0.68 0.45
S -4.80 -0.22 0.82 -0.11
H -3.93 1.85 0.02 -0.44
H -5.20 2.05 1.22 0.52
H -3.52 1.29 3.02 0.51
H -3.36 2.90 2.32 0.55
H -1.43 0.26 3.85 0.68
H -0.02 0.02 2.80 0.12
H -2.85 -1.05 2.27 0.36
H -1.43 -2.03 2.72 0.58
H -3.19 -2.64 0.17 0.58
H -2.43 -2.18 -1.36 0.41
H -4.65 -1.24 -1.32 0.53
H -3.52 0.11 -1.19 -0.81
C 3.08 -3.63 -1.39 -0.83
N 3.88 -2.99 -0.36 0.17
C 5.22 -3.23 -0.14 -0.43
C 5.60 -2.46 0.90 -0.42
N 4.50 -1.75 1.30 0.23
C 4.47 -0.80 2.40 -0.92
C 3.45 -2.08 0.53 -0.15
Se 1.64 -1.58 0.71 -0.06
H 3.64 -4.47 -1.80 0.31
H 2.87 -2.92 -2.20 0.28
H 2.15 -3.98 -0.97 0.35
H 5.78 -3.94 -0.73 0.47
H 6.56 -2.37 1.38 0.49
H 5.27 -1.03 3.10 0.41
H 3.51 -0.88 2.91 0.35
H 4.62 0.22 2.03 0.29
```

The value obtained for the orbital gap is 6.72 eV. For the energy relative to the best compared isomer or geometry (same formula, charge and spin), the calculation gives 0.0 kcal/mol. As for the total charge: +2.

=====

(5)
The following is a quantum chemistry calculation of 2 unconnected molecules or ions with the total composition C3H10NO at a distorted geometry, from the OMol25 dataset.

Geometry as XYZ:
```
15
Properties=species:S:1:pos:R:3:mulliken_charge:R:1
C -1.14 -0.27 -2.72 -0.61
O -1.18 -1.28 -1.82 -0.90
H -1.35 0.77 -2.33 0.08
H -0.16 -0.13 -3.23 0.17
H -1.90 -0.41 -3.52 0.26
C 1.41 -0.17 2.20 -1.12
C 0.11 0.32 1.52 -0.27
N 0.28 0.36 0.08 -0.64
H 2.20 0.20 1.55 0.32
H 1.51 0.27 3.20 0.32
H 1.43 -1.25 2.26 0.26
H -0.77 -0.28 1.79 0.27
H -0.13 1.33 1.85 0.35
H -0.34 1.03 -0.37 0.19
H 0.02 -0.48 -0.46 0.31
```

The value obtained for the orbital gap is 6.43 eV. For the energy relative to the best compared isomer or geometry (same formula, charge and spin), the calculation gives 19.4 kcal/mol. As for the total charge: -1.

=====

(6)
The following is a quantum chemistry calculation of a molecular structure, C27H25Cl4N3O4W, from the OMol25 dataset.

Geometry as XYZ:
```
64
Properties=species:S:1:pos:R:3:mulliken_charge:R:1
W 0.29 0.30 -0.19 3.01
C 1.99 -1.99 -2.20 -0.94
N 1.45 -0.64 -2.02 0.26
C 2.06 0.31 -2.97 -0.72
C 3.32 0.81 -2.29 -0.82
C 3.05 1.89 -1.23 -0.96
N 1.64 1.98 -0.75 -0.53
C 1.31 3.17 -0.36 0.36
C 0.04 3.63 0.13 0.16
C -0.09 4.90 0.69 -0.95
C -1.33 5.39 1.03 -0.85
C -2.47 4.63 0.76 -0.64
C -2.37 3.38 0.18 -0.47
C -1.12 2.88 -0.10 0.55
O -0.98 1.63 -0.65 -0.89
C -1.06 -1.59 -2.33 -0.63
C -2.35 -0.79 -2.12 -1.05
C -2.73 -0.69 -0.62 -0.68
N -1.53 -0.85 0.22 0.26
C -1.19 0.00 1.33 -0.29
C -0.48 -0.28 2.61 -0.63
C -1.04 -0.59 3.85 -0.23
C -0.23 -0.62 4.98 -1.07
C 1.12 -0.31 4.89 -0.63
C 1.67 0.09 3.69 -0.81
C 0.85 0.11 2.58 0.23
O 1.30 0.61 1.37 -0.59
H 1.68 -2.40 -3.16 0.33
H 1.72 -2.63 -1.37 0.14
H 3.07 -1.89 -2.21 0.52
H 1.35 1.12 -3.15 0.47
H 2.27 -0.19 -3.92 0.46
H 4.01 1.21 -3.03 0.55
H 3.84 -0.04 -1.83 0.34
H 3.31 2.86 -1.66 0.70
H 3.69 1.73 -0.37 0.22
H 2.08 3.95 -0.43 0.59
H 0.80 5.50 0.86 0.48
H -1.43 6.37 1.48 0.45
H -3.45 5.04 0.99 0.46
H -3.26 2.80 -0.06 0.55
H -2.10 -3.05 -1.30 0.62
H -0.95 -1.95 -3.35 0.80
H -3.14 -1.30 -2.66 0.69
H -2.24 0.20 -2.56 0.34
H -3.46 -1.45 -0.33 0.54
H -3.17 0.28 -0.40 0.40
H -1.94 0.79 1.41 1.09
H -2.09 -0.81 3.94 0.62
H -0.67 -0.88 5.93 0.47
H 1.73 -0.34 5.78 0.46
H 2.71 0.39 3.60 0.56
Cl 0.96 -6.16 -0.60 -0.13
C 0.04 -4.74 -0.45 0.42
C -0.61 -4.44 0.84 0.78
Cl -0.87 -5.74 1.91 -0.15
C -1.14 -3.23 1.08 -1.01
Cl -2.32 -2.97 2.29 -0.13
C -0.80 -2.12 0.10 1.00
O 0.50 -1.61 0.24 -0.97
C -1.05 -2.70 -1.30 0.19
O -0.01 -0.52 -2.16 -0.58
C -0.24 -3.96 -1.50 -0.69
Cl 0.06 -4.46 -3.12 -0.08
```

The value obtained for the orbital gap is 7.01 eV. For the energy relative to the best compared isomer or geometry (same formula, charge and spin), the calculation gives 90.5 kcal/mol. As for the total charge: +2.